[1]
Molecular formula: C2H3FO2S
Method: DFT, ωB97M-V/def2-TZVPD

Geometry as XYZ:
```
9
Properties=species:S:1:pos:R:3:forces:R:3
C -0.790 -0.513 -0.035 -2.2 -2.7 0.9
C -0.350 0.680 -0.289 0.3 1.0 -0.3
O -5.488 0.296 1.044 0.3 -0.2 0.9
O -4.314 -1.133 -0.655 0.4 -0.3 0.6
F -1.143 1.713 -0.685 0.1 -0.5 0.4
S -5.238 -0.113 -0.289 -0.7 0.6 -1.4
H -0.126 -1.405 0.188 -0.7 1.6 -0.2
H -1.923 -0.720 0.044 2.0 0.3 -0.5
H 0.671 0.982 -0.198 0.5 0.2 -0.3
```
Positions in Å, forces in eV/Å.

- total energy (a.u.) = -726.48637
- relative energy (zero: lowest compared OMol25 entry of this formula, charge and spin) (kJ/mol) = 120.0
- E_LUMO (eV) = -1.0
- multiplicity = 1
- HOMO energy (eV) = -10.16
- total charge = 0

---

[2]
Molecular formula: C41H39Cl2N5P2S2Tl
Method: DFT, ωB97M-V/def2-TZVPD

Geometry as XYZ:
```
92
Properties=species:S:1:pos:R:3:forces:R:3
Tl -0.410 0.977 0.945 -0.4 0.2 0.3
C -6.722 -1.585 0.759 0.0 0.0 0.0
C -5.235 -1.405 0.514 0.0 0.2 0.0
N -4.894 0.014 0.566 0.1 -0.2 0.0
C -3.693 0.549 0.838 -0.3 0.2 0.0
S -2.389 -0.549 1.172 0.0 -0.3 0.1
N -3.651 1.864 0.855 0.6 -0.3 -0.1
N -2.406 2.394 1.032 -0.3 0.4 0.0
C -2.378 3.640 1.335 0.2 0.1 0.0
C -3.618 4.438 1.586 0.0 0.0 0.0
C -1.049 4.304 1.412 -0.3 -0.2 0.0
C -0.950 5.686 1.424 0.0 0.1 0.0
C 0.304 6.271 1.500 -0.1 0.1 0.0
C 1.417 5.456 1.565 0.1 0.0 0.0
C 1.234 4.082 1.523 -0.2 -0.1 0.0
N 0.028 3.516 1.446 0.2 0.2 -0.1
H -6.968 -2.645 0.814 0.0 0.0 0.0
H -7.019 -1.117 1.698 0.0 0.0 0.0
H -7.314 -1.150 -0.049 0.0 0.0 0.0
H -4.657 -1.934 1.270 0.0 0.0 0.1
H -4.956 -1.823 -0.457 0.0 0.0 0.0
H -5.603 0.691 0.325 0.0 0.0 0.0
H -4.390 3.794 1.994 0.0 0.0 0.0
H -3.424 5.258 2.274 0.0 0.0 0.0
H -4.007 4.853 0.651 0.0 0.0 0.0
H -1.838 6.298 1.365 0.0 0.0 0.0
H 0.402 7.349 1.507 0.0 0.0 0.0
H 2.415 5.865 1.640 0.0 0.0 0.0
H 2.075 3.402 1.540 0.0 0.0 0.0
Cl -0.204 0.572 3.849 -0.1 0.0 0.2
C 1.501 0.803 4.139 -0.2 0.0 -0.1
C 1.896 0.853 5.466 0.0 0.0 0.0
C 3.237 1.004 5.767 0.0 0.0 0.0
C 4.158 1.104 4.738 0.0 0.0 0.0
C 3.732 1.063 3.423 0.1 0.0 -0.1
Cl 4.941 1.193 2.181 -0.1 0.0 0.0
C 2.383 0.916 3.063 -0.1 0.1 0.2
S 2.018 0.872 1.339 0.3 -0.2 0.0
H 1.154 0.766 6.247 0.0 0.0 0.0
H 3.563 1.041 6.797 0.0 0.0 0.0
H 5.214 1.214 4.944 0.0 0.0 0.0
C -1.364 -2.373 -2.095 0.2 0.0 0.0
N -0.153 -1.634 -1.660 -0.3 0.1 -0.1
P -0.332 0.079 -1.913 0.6 0.1 0.2
C -0.565 0.206 -3.714 -0.4 0.0 0.0
C 0.153 -0.601 -4.596 0.0 0.0 0.0
C 0.006 -0.428 -5.962 0.0 0.0 0.0
C -0.853 0.551 -6.455 0.0 0.0 0.0
C -1.568 1.354 -5.581 0.0 0.0 0.0
C -1.431 1.175 -4.208 0.0 0.0 0.0
C 1.354 0.805 -1.852 0.1 0.0 -0.2
C 1.386 2.186 -1.643 0.0 0.0 0.0
C 2.582 2.890 -1.712 -0.1 -0.1 0.0
C 3.765 2.212 -1.963 0.0 -0.1 0.0
C 3.743 0.840 -2.183 0.0 0.1 0.0
C 2.544 0.145 -2.153 0.0 0.0 0.0
P 0.463 -1.946 -0.059 0.3 -0.1 0.1
C 2.146 -2.588 -0.357 0.0 -0.1 -0.1
C 2.542 -3.135 -1.574 0.0 -0.2 0.0
C 3.824 -3.646 -1.735 -0.1 0.0 0.0
C 4.720 -3.615 -0.674 0.0 0.0 0.1
C 4.326 -3.085 0.549 0.0 0.0 -0.1
C 3.045 -2.574 0.707 0.0 0.0 0.0
C -0.300 -3.494 0.541 -0.1 -0.1 -0.2
C -0.904 -3.489 1.795 0.0 0.0 0.0
C -1.426 -4.661 2.335 0.0 0.0 0.0
C -1.352 -5.844 1.620 0.0 0.0 0.0
C -0.730 -5.867 0.374 0.0 0.0 0.0
C -0.194 -4.705 -0.152 0.0 0.0 0.0
H -1.706 -1.976 -3.049 0.0 0.0 0.0
H -2.173 -2.297 -1.365 0.0 0.0 0.0
H -1.120 -3.422 -2.243 0.0 0.0 0.0
H 0.823 -1.361 -4.211 0.0 0.0 0.0
H 0.564 -1.055 -6.646 0.0 0.0 0.0
H -0.965 0.680 -7.523 0.0 0.0 0.0
H -2.239 2.112 -5.963 0.0 0.0 0.0
H -2.000 1.796 -3.524 0.0 0.0 0.0
H 0.463 2.730 -1.454 0.0 0.0 0.0
H 2.586 3.962 -1.562 0.0 0.0 0.0
H 4.704 2.750 -1.995 0.0 0.0 0.0
H 4.662 0.307 -2.392 0.0 0.0 0.0
H 2.542 -0.916 -2.354 0.0 0.1 0.0
H 1.841 -3.157 -2.402 0.0 0.0 0.0
H 4.122 -4.069 -2.686 0.0 0.0 0.0
H 5.722 -4.004 -0.800 0.0 0.0 0.0
H 5.020 -3.064 1.379 0.0 0.0 0.0
H 2.748 -2.156 1.664 0.0 0.0 0.0
H -0.954 -2.572 2.369 0.0 0.0 0.0
H -1.885 -4.644 3.315 0.0 0.0 0.0
H -1.762 -6.755 2.035 0.0 0.0 0.0
H -0.649 -6.796 -0.175 0.0 0.0 0.0
H 0.332 -4.745 -1.098 0.0 0.0 0.0
```
Positions in Å, forces in eV/Å.

- total energy (a.u.) = -4431.32460
- relative energy (zero: lowest compared OMol25 entry of this formula, charge and spin) (kJ/mol) = 35.0
- E_LUMO (eV) = -3.4
- multiplicity = 1
- HOMO energy (eV) = -10.15
- total charge = +1

---

[3]
Molecular formula: C4H7N3O
Method: DFT, ωB97M-V/def2-TZVPD

Geometry as XYZ:
```
15
Properties=species:S:1:pos:R:3:forces:R:3
C 1.096 0.650 0.977 3.8 -3.1 2.1
C 0.473 1.326 -0.123 1.6 3.1 1.5
C -0.636 0.900 -0.572 -6.0 1.0 -4.8
C -1.563 -0.210 -0.085 -3.5 3.4 0.5
H 2.901 -1.368 -0.663 -2.7 1.9 -0.9
H 2.491 0.353 -1.443 -2.0 -4.1 2.4
H 1.096 0.747 2.205 -0.5 0.3 -3.5
H 0.863 2.288 -0.532 0.1 -0.9 0.4
H -1.131 1.528 -1.490 1.1 -1.6 2.3
H -0.012 -1.337 -0.529 -0.8 -0.4 1.1
H -1.196 -2.140 0.651 0.5 1.9 -1.8
N 1.983 -0.716 -0.774 4.9 2.5 -0.3
N 1.917 -0.321 0.632 -1.3 1.0 0.7
N -0.896 -1.317 0.026 1.1 -4.1 1.0
O -2.782 0.051 0.179 3.7 -1.0 -0.5
```
Positions in Å, forces in eV/Å.

- total energy (a.u.) = -395.96465
- relative energy (zero: lowest compared OMol25 entry of this formula, charge and spin) (kJ/mol) = 482.5
- E_LUMO (eV) = 0.3
- multiplicity = 1
- HOMO energy (eV) = -9.58
- total charge = 0

---

[4]
Molecular formula: C6H6Cl3N4
Method: DFT, ωB97M-V/def2-TZVPD

Geometry as XYZ:
```
19
Properties=species:S:1:pos:R:3:forces:R:3
H 0.045 1.382 1.539 0.1 0.1 0.2
N 0.162 0.624 0.885 -1.5 -0.4 -1.4
C 1.314 0.151 0.573 0.1 0.0 0.1
N 2.451 0.512 1.157 0.4 0.1 0.1
C 1.414 -0.921 -0.487 0.1 0.0 0.2
C 0.432 -0.794 -1.607 0.2 0.1 0.1
N -0.671 -0.208 -1.515 -0.4 -0.1 -0.8
C -1.316 0.360 -0.518 1.6 0.2 1.4
C -1.658 1.746 -0.663 0.1 -0.2 -0.1
N -1.890 2.858 -0.759 -0.2 0.7 -0.1
C -2.302 -0.477 0.282 -0.8 -0.6 0.6
Cl -1.590 -2.069 0.636 -0.2 0.3 -0.1
Cl -2.702 0.360 1.797 0.0 -0.2 -0.4
Cl -3.781 -0.678 -0.704 0.6 0.2 0.2
H 3.318 0.045 0.943 -0.1 0.1 0.0
H 2.467 1.207 1.890 0.0 -0.1 0.0
H 1.191 -1.884 -0.006 0.1 0.1 0.0
H 2.429 -0.977 -0.884 -0.1 0.0 0.0
H 0.687 -1.239 -2.560 0.0 -0.1 -0.1
```
Positions in Å, forces in eV/Å.

- total energy (a.u.) = -1831.52935
- relative energy (zero: lowest compared OMol25 entry of this formula, charge and spin) (kJ/mol) = 59.2
- E_LUMO (eV) = -4.9
- multiplicity = 1
- HOMO energy (eV) = -14.69
- total charge = +1
- SMILES = [H]/N=C(\N)CC=[N+]=C(C#N)C(Cl)(Cl)Cl

---

[5]
Molecular formula: C2H5NS2
Method: DFT, ωB97M-V/def2-TZVPD

Geometry as XYZ:
```
10
Properties=species:S:1:pos:R:3:forces:R:3
C 0.577 1.326 1.510 1.2 -0.6 -0.8
S -0.705 0.070 1.233 -1.1 0.2 1.1
C -0.215 -0.479 -0.321 2.3 1.4 -0.6
N -0.913 -1.100 -1.137 -1.6 -1.2 0.4
S -0.436 -1.930 -2.490 0.7 0.3 -0.5
H 0.885 1.572 0.453 0.1 0.2 1.4
H 1.456 0.846 2.077 -1.4 1.1 -0.7
H 0.144 2.228 1.977 0.4 -0.6 -0.1
H 0.822 -0.063 -0.471 -0.5 -1.0 -0.5
H -1.616 -2.469 -2.832 -0.1 0.2 0.3
```
Positions in Å, forces in eV/Å.

- total energy (a.u.) = -930.27687
- relative energy (zero: lowest compared OMol25 entry of this formula, charge and spin) (kJ/mol) = 164.3
- E_LUMO (eV) = 0.8
- multiplicity = 1
- HOMO energy (eV) = -8.27
- total charge = 0
- SMILES = CS/C=N/S

---

[6]
Molecular formula: C24H63O9V
Method: DFT, ωB97M-V/def2-TZVPD

Geometry as XYZ:
```
97
Properties=species:S:1:pos:R:3:forces:R:3
V 0.517 -0.137 -0.304 2.9 0.9 -0.6
C 2.667 -3.362 -1.755 -1.1 0.2 -1.4
C 1.088 -3.267 -1.863 1.6 1.1 0.8
O 0.613 -2.145 -1.172 -0.9 1.4 1.0
H 3.110 -2.646 -2.447 -0.1 0.6 0.4
H 3.036 -4.279 -2.216 -0.1 -0.6 0.6
H 3.035 -3.187 -0.744 -0.1 -0.2 -0.1
H 0.688 -4.217 -1.509 -0.4 -0.2 0.6
H 0.771 -3.233 -2.906 0.2 0.1 -0.4
C 4.613 1.473 0.032 -0.3 -1.0 0.0
C 3.908 0.683 -1.109 -1.3 0.1 0.8
O 2.495 0.533 -0.967 -1.3 0.0 0.7
H 5.698 1.469 -0.070 0.1 -0.1 -0.3
H 4.415 0.886 0.928 -0.1 0.4 0.4
H 4.331 2.518 0.161 -0.4 -0.1 -0.1
H 4.318 -0.326 -1.134 0.5 -0.1 -0.1
H 4.145 1.190 -2.044 -0.2 0.0 -0.4
C 0.799 4.133 1.276 0.0 -0.1 -0.5
C 0.386 2.729 1.715 1.1 -1.1 -1.5
O 0.141 1.789 0.666 -0.8 -0.5 -0.9
H 1.699 4.058 0.666 0.1 0.0 -0.1
H 1.055 4.714 2.162 -0.1 0.1 0.0
H 0.068 4.689 0.690 -0.3 0.0 0.1
H -0.461 2.798 2.398 0.1 -0.3 0.3
H 1.328 2.383 2.142 -0.2 -0.2 1.2
C -0.497 -5.545 2.761 1.6 -0.6 2.3
C 0.862 -4.826 2.468 -1.8 0.1 -0.5
C 1.642 -5.427 1.321 0.0 -0.4 0.4
O 0.398 -3.537 2.078 0.1 0.6 -0.8
H -0.258 -6.468 3.290 -0.2 -0.5 -0.3
H -1.225 -5.750 1.976 0.6 0.3 -0.4
H -0.972 -4.980 3.562 -0.3 0.3 -0.3
H 1.466 -4.546 3.331 -0.1 -1.0 0.4
H 0.968 -5.549 0.474 0.1 0.3 -0.3
H 1.961 -6.446 1.539 0.3 0.1 0.2
H 2.485 -4.778 1.081 0.0 -0.2 -0.2
H 0.005 -3.757 1.230 -0.3 0.8 -0.6
C -2.345 0.913 -2.892 -1.3 -1.7 -0.6
C -1.126 -0.004 -2.893 0.3 1.3 -2.0
C -0.327 -0.078 -4.227 -1.4 -1.0 -0.2
O -0.290 0.749 -2.061 1.5 -1.6 2.1
H -2.107 1.971 -2.999 0.0 -0.1 -0.3
H -2.860 0.769 -1.943 0.0 0.2 0.1
H -3.040 0.558 -3.652 -0.2 0.4 -0.2
H -1.347 -1.006 -2.523 0.3 0.2 0.3
H -0.879 -0.683 -4.946 -0.2 -0.3 -0.1
H 0.617 -0.600 -4.068 0.1 0.4 0.2
H -0.219 0.876 -4.743 0.3 0.2 0.5
H -0.523 1.651 -2.295 0.8 1.2 0.9
C -4.322 3.657 0.371 0.5 -1.0 -0.6
C -3.501 2.435 0.894 -0.9 0.7 0.3
C -3.494 2.228 2.410 1.5 0.6 0.0
O -4.066 1.233 0.380 -0.5 -0.5 -0.7
H -3.855 4.641 0.342 0.1 -0.1 1.1
H -5.321 3.634 0.807 0.0 0.4 0.2
H -4.434 3.533 -0.706 -0.2 -0.5 -0.2
H -2.504 2.443 0.453 0.3 0.3 0.5
H -2.772 2.917 2.849 -0.1 0.3 0.2
H -3.055 1.250 2.610 -0.2 -0.1 0.0
H -4.430 2.315 2.960 -0.2 0.1 -0.5
H -4.951 1.435 0.068 -0.1 -0.2 -0.1
C -2.506 -1.634 2.132 0.0 -0.5 -0.5
C -2.178 -1.741 0.600 -2.6 -1.8 2.4
C -3.502 -2.109 -0.187 1.2 0.8 0.6
O -1.613 -0.541 0.205 1.4 0.2 -1.1
H -3.184 -0.825 2.407 0.1 0.3 -0.4
H -1.579 -1.559 2.700 0.0 0.1 0.0
H -3.040 -2.528 2.453 0.2 -0.3 0.0
H -1.486 -2.583 0.572 0.3 0.6 -0.8
H -4.306 -1.500 0.227 0.0 0.2 -0.3
H -3.814 -3.145 -0.058 0.4 -0.1 0.0
H -3.329 -1.874 -1.238 -0.3 -0.1 -0.1
H -2.258 0.152 0.363 -0.2 0.6 -0.1
C 1.235 3.200 -3.561 0.3 -0.1 -0.6
C 0.591 4.135 -2.539 0.9 0.5 -1.4
C -0.067 5.366 -3.207 0.2 -1.0 1.0
O -0.348 3.380 -1.847 -1.6 -0.2 0.0
H 1.992 3.576 -4.250 0.4 0.8 0.6
H 0.518 2.893 -4.322 -0.6 -0.5 0.4
H 1.693 2.359 -3.041 -0.3 -0.3 -0.1
H 1.376 4.455 -1.853 0.0 0.3 0.1
H 0.690 5.785 -3.870 -0.3 0.5 0.1
H -0.415 5.999 -2.392 0.3 0.5 -0.2
H -0.974 5.091 -3.745 0.2 -0.3 -0.3
H -0.157 3.248 -0.916 0.4 -0.4 0.5
C 1.533 -0.631 3.782 0.8 0.0 0.9
C 2.139 -0.753 2.366 1.1 0.5 2.3
C 3.283 -1.812 2.336 0.5 1.2 -0.1
O 1.094 -1.100 1.563 -1.4 0.4 -2.3
H 2.238 -0.392 4.577 0.6 0.1 -0.2
H 1.151 -1.598 4.110 -0.4 -0.1 -0.3
H 0.783 0.149 3.915 -0.3 -0.2 -0.6
H 2.436 0.238 2.025 0.6 -0.2 0.0
H 3.097 -2.790 2.778 -0.6 0.2 0.2
H 4.107 -1.368 2.894 0.1 -0.1 0.2
H 3.689 -1.990 1.340 -0.3 0.2 -0.2
H 0.960 -2.027 1.775 -0.8 -1.1 -0.5
```
Positions in Å, forces in eV/Å.

- total energy (a.u.) = -2573.29148
- expectation value of S² = 2.018
- E_LUMO (spin up / spin down) (eV) = -0.1 / 0.6
- multiplicity = 3
- HOMO energy (spin up / spin down) (eV) = -7.52 / -7.65
- total charge = 0